No. 1
# H3OPS

A 2-piece molecular cluster, H3OPS overall (ωB97M-V/def2-TZVPD, OMol25).

Computed properties:
2S+1 ... 1
ΔE to the lowest compared entry with this formula, charge and spin ... 102.4 kJ/mol
Total energy ... -22219.27576 eV
HOMO-LUMO gap ... 0.2739 hartree
M ... 82.1 g mol⁻¹

CARTESIAN COORDINATES (ANGSTROEM)
1 P -1.416 1.060 0.227
2 S -0.284 2.464 0.929
3 H -1.834 0.417 1.428
4 O 0.828 -1.359 -1.010
5 H 1.076 -1.453 -0.085
6 H 1.629 -1.130 -1.488

Atom charges from the Löwdin analysis, given in e for atoms 1 to 2: number 1, P, carries 0.25; number 2, S, carries -0.02

No. 2
# C2H9Cl2N2Si

A 3-piece molecular cluster, C2H9Cl2N2Si overall (ωB97M-V/def2-TZVPD, OMol25).

Computed properties:
2S+1 ... 1
ΔE to the lowest compared entry with this formula, charge and spin ... 399.0 kJ/mol
Total energy ... -38115.41688 eV
Charge ... +1
HOMO-LUMO gap ... 0.3300 hartree
M ... 160.1 g mol⁻¹

CARTESIAN COORDINATES (ANGSTROEM)
1 C 2.243 -0.419 -0.538
2 C 0.964 0.454 1.339
3 N -1.406 -0.301 0.249
4 N 1.522 0.657 0.176
5 Si -1.993 -1.811 0.042
6 Cl -4.764 0.887 0.002
7 Cl -0.373 -3.002 -0.016
8 H 2.548 -0.101 -1.476
9 H 3.204 -0.389 -0.015
10 H 1.678 -1.340 -0.423
11 H 0.728 1.347 2.062
12 H 0.886 -0.516 1.805
13 H -2.089 0.411 0.059
14 H -4.380 1.280 -1.164
15 H 1.487 1.557 -0.226
16 H -3.239 -2.520 0.056

Atom charges from the Löwdin analysis, given in e for atoms 1 to 2: number 1, C, carries 0.01; number 2, C, carries 0.11

No. 3
# C3H5FeO3

C3H5FeO3 as an isolated structure (ωB97M-V/def2-TZVPD, OMol25).

Computed properties:
2S+1 ... 7
ΔE to the lowest compared entry with this formula, charge and spin ... 171.1 kJ/mol
Total energy ... -43707.47473 eV
Charge ... +1
HOMO-LUMO gap (spin up / spin down) ... 0.2299 / 0.3103 hartree
M ... 144.9 g mol⁻¹
⟨S²⟩ ... 12.023

CARTESIAN COORDINATES (ANGSTROEM)
1 H 2.818 -0.102 -0.520
2 O -0.141 0.966 -0.958
3 C 0.702 0.920 0.125
4 C -1.339 0.270 -0.636
5 O 1.990 1.002 -0.124
6 O 0.355 -0.226 0.880
7 C -0.946 -0.668 0.504
8 H -1.671 -0.269 -1.531
9 H -2.117 0.987 -0.341
10 H -0.871 -1.716 0.192
11 H -1.616 -0.571 1.368
12 Fe 2.836 -0.592 1.041

Atom charges from the Löwdin analysis, given in e for atoms 1 to 2: number 1, H, carries 0.11; number 2, O, carries 0.06

No. 4
# C45H89BrNO10

A 10-piece molecular cluster, C45H89BrNO10 overall (ωB97M-V/def2-TZVPD, OMol25).

Computed properties:
2S+1 ... 2
Total energy ... -140112.66713 eV
HOMO-LUMO gap (spin up / spin down) ... 0.3042 / 0.3437 hartree
M ... 884.1 g mol⁻¹
⟨S²⟩ ... 0.754

CARTESIAN COORDINATES (ANGSTROEM)
1 C 1.383 2.153 1.018
2 C 1.081 3.032 -0.260
3 C 0.109 2.318 -1.301
4 C -1.252 1.841 -0.622
5 C -2.035 1.037 -1.702
6 C -3.375 0.350 -1.272
7 C -3.303 -0.560 0.033
8 C -2.143 -1.611 -0.087
9 C -1.559 -2.248 1.216
10 C -0.609 -1.279 2.055
11 Br -2.841 -3.245 2.344
12 C -3.376 0.259 1.369
13 C -4.646 1.171 1.559
14 C -4.775 1.406 3.134
15 C -4.504 2.625 0.948
16 N -5.892 0.569 1.035
17 O -6.955 0.975 1.634
18 C -5.826 -0.899 0.895
19 C -7.185 -1.308 0.154
20 C -5.916 -1.674 2.284
21 C -4.675 -1.412 -0.045
22 H 1.942 1.222 0.767
23 H 2.084 2.767 1.644
24 H 0.465 1.930 1.612
25 H 2.070 3.183 -0.751
26 H 0.622 3.999 0.067
27 H -0.056 2.892 -2.240
28 H 0.620 1.363 -1.598
29 H -1.743 2.770 -0.260
30 H -0.935 1.135 0.175
31 H -1.381 0.260 -2.175
32 H -2.278 1.750 -2.539
33 H -3.647 -0.336 -2.121
34 H -4.220 1.079 -1.220
35 H -1.252 -1.259 -0.674
36 H -2.548 -2.464 -0.698
37 H -0.851 -3.040 0.856
38 H -0.720 -0.215 1.764
39 H 0.440 -1.645 2.075
40 H -0.980 -1.351 3.112
41 H -2.497 0.934 1.540
42 H -3.359 -0.427 2.258
43 H -5.190 2.406 3.381
44 H -5.419 0.652 3.634
45 H -3.737 1.389 3.546
46 H -5.053 3.388 1.557
47 H -3.452 2.977 0.895
48 H -5.019 2.644 -0.049
49 H -6.987 -2.167 -0.542
50 H -7.940 -1.698 0.881
51 H -7.589 -0.474 -0.458
52 H -6.932 -1.483 2.702
53 H -5.134 -1.369 3.009
54 H -5.776 -2.759 2.060
55 H -4.495 -2.501 0.142
56 H -5.105 -1.383 -1.082
57 C -7.115 -6.262 4.009
58 C -5.843 -5.886 3.299
59 O -5.359 -4.780 3.415
60 C -5.192 -6.937 2.440
61 H -7.470 -5.411 4.590
62 H -7.881 -6.535 3.281
63 H -6.928 -7.097 4.688
64 H -5.873 -7.239 1.642
65 H -4.922 -7.801 3.050
66 H -4.286 -6.527 1.992
67 C 5.214 2.250 -1.727
68 C 4.124 1.407 -2.336
69 O 3.039 1.300 -1.800
70 C 4.435 0.705 -3.629
71 H 4.852 2.695 -0.799
72 H 6.083 1.628 -1.502
73 H 5.494 3.050 -2.414
74 H 5.269 0.016 -3.487
75 H 4.680 1.435 -4.400
76 H 3.563 0.137 -3.951
77 C -1.031 7.186 -4.722
78 C -0.160 6.565 -3.662
79 O 1.037 6.449 -3.818
80 C -0.833 6.093 -2.401
81 H -0.414 7.479 -5.572
82 H -1.776 6.465 -5.061
83 H -1.524 8.075 -4.324
84 H -1.569 5.323 -2.640
85 H -1.317 6.934 -1.900
86 H -0.086 5.669 -1.730
87 C 5.284 -2.242 -7.536
88 C 5.899 -1.025 -6.897
89 O 5.249 -0.293 -6.182
90 C 7.353 -0.754 -7.181
91 H 4.236 -2.312 -7.245
92 H 5.342 -2.160 -8.623
93 H 5.802 -3.141 -7.200
94 H 7.501 -0.608 -8.253
95 H 7.962 -1.588 -6.829
96 H 7.661 0.151 -6.658
97 C -1.426 -4.975 7.580
98 C -2.434 -5.599 6.650
99 O -2.865 -6.717 6.848
100 C -2.885 -4.785 5.468
101 H -1.194 -5.673 8.385
102 H -0.508 -4.749 7.035
103 H -1.837 -4.062 8.016
104 H -2.031 -4.552 4.830
105 H -3.361 -3.864 5.810
106 H -3.600 -5.354 4.895
107 C 4.404 -3.510 0.794
108 C 4.636 -2.616 -0.395
109 O 5.636 -2.718 -1.075
110 C 3.580 -1.589 -0.706
111 H 5.243 -4.198 0.899
112 H 4.328 -2.910 1.703
113 H 3.491 -4.091 0.651
114 H 3.468 -0.903 0.136
115 H 2.630 -2.085 -0.917
116 H 3.878 -1.021 -1.582
117 C 8.867 -3.584 3.649
118 C 7.780 -4.434 3.046
119 O 6.701 -4.550 3.584
120 C 8.088 -5.132 1.748
121 H 8.508 -3.143 4.579
122 H 9.742 -4.199 3.868
123 H 9.137 -2.781 2.961
124 H 8.929 -5.815 1.883
125 H 8.323 -4.397 0.976
126 H 7.218 -5.707 1.431
127 C 4.226 5.765 -8.382
128 C 2.952 5.406 -7.661
129 O 1.990 4.978 -8.261
130 C 2.923 5.602 -6.169
131 H 4.104 5.575 -9.449
132 H 4.449 6.824 -8.238
133 H 5.050 5.155 -8.008
134 H 3.088 6.653 -5.927
135 H 3.690 4.983 -5.698
136 H 1.950 5.304 -5.784
137 C -0.540 4.455 3.681
138 C -1.801 4.123 4.435
139 O -2.782 3.699 3.864
140 C -1.795 4.338 5.925
141 H -0.689 4.252 2.620
142 H -0.300 5.513 3.805
143 H 0.284 3.839 4.044
144 H -1.610 5.390 6.149
145 H -1.026 3.716 6.387
146 H -2.765 4.058 6.335

Atom charges from the Löwdin analysis, given in e for atoms 1 to 2: number 1, C, carries -0.12; number 2, C, carries -0.24